Entry from the OMol25 dataset: a 5-piece molecular cluster, C21H41N6O5 overall (ωB97M-V with the def2-TZVPD basis set).

The geometry in XYZ format:
```
73
Properties=species:S:1:pos:R:3:forces:R:3
C 1.128 0.439 2.138 0.33 -0.17 -0.07
C 1.666 1.690 2.391 -0.16 0.03 0.13
N 0.992 2.818 2.170 0.08 0.17 0.08
C -0.243 2.735 1.689 0.02 -0.05 0.03
C -0.871 1.527 1.400 -0.02 0.01 0.02
C -2.294 1.515 0.880 0.04 -0.20 -0.07
C -3.009 0.194 1.080 -0.01 0.24 -0.34
N -3.050 -0.132 2.551 0.09 -0.21 0.05
C -2.996 1.071 3.466 0.04 0.00 0.15
C -3.416 2.395 2.815 0.01 0.02 0.08
O -3.096 2.541 1.441 0.00 0.02 0.01
C -0.149 0.362 1.625 -0.17 -0.14 -0.06
H 1.704 -0.460 2.310 -0.03 0.05 0.04
H 2.668 1.771 2.801 -0.03 0.07 -0.09
H -0.773 3.671 1.530 0.07 -0.04 0.00
H -2.306 1.701 -0.197 0.01 0.09 0.06
H -4.028 0.270 0.709 0.02 -0.05 0.11
H -2.543 -0.634 0.550 -0.02 -0.02 0.12
H -3.870 -0.710 2.735 -0.05 0.11 -0.02
H -2.238 -0.716 2.769 0.00 0.02 0.00
H -1.970 1.136 3.819 0.01 -0.03 -0.11
H -3.633 0.858 4.323 0.01 0.05 -0.04
H -2.906 3.177 3.387 -0.07 -0.02 0.00
H -4.489 2.560 2.925 0.02 -0.09 -0.09
H -0.556 -0.622 1.406 0.10 0.04 -0.02
C 4.000 2.618 0.050 0.02 0.03 0.04
C 4.821 1.353 0.153 -0.02 0.05 0.02
O 4.891 0.739 1.210 -0.06 -0.06 0.02
N 5.459 0.919 -0.957 0.00 -0.04 0.00
C 5.489 1.524 -2.277 0.04 -0.03 0.08
H 3.601 2.814 1.040 -0.02 0.10 -0.08
H 4.595 3.475 -0.264 0.03 -0.04 -0.05
H 3.176 2.496 -0.655 0.00 0.02 -0.01
H 5.990 0.074 -0.814 0.01 0.01 0.01
H 5.101 0.841 -3.032 -0.01 0.01 -0.01
H 6.505 1.787 -2.565 -0.01 0.02 -0.03
H 4.886 2.427 -2.286 0.00 0.00 -0.01
C -6.902 0.226 -1.295 0.02 0.00 0.02
C -6.224 -1.090 -1.000 0.03 -0.03 -0.08
O -5.111 -1.137 -0.472 -0.12 0.04 0.11
N -6.867 -2.221 -1.341 -0.03 -0.04 0.02
C -8.166 -2.361 -1.975 0.05 -0.02 0.01
H -6.251 1.031 -0.967 0.01 -0.01 0.00
H -7.089 0.338 -2.363 -0.02 0.00 0.00
H -7.856 0.302 -0.773 -0.01 0.00 -0.02
H -6.356 -3.064 -1.127 0.01 0.01 -0.01
H -8.845 -2.929 -1.339 -0.01 0.02 0.01
H -8.073 -2.876 -2.931 0.00 0.02 -0.01
H -8.603 -1.384 -2.154 -0.02 0.00 -0.01
C 5.068 -0.729 -6.160 0.01 0.02 0.04
C 5.830 0.569 -6.309 0.03 -0.02 -0.08
O 6.381 1.105 -5.361 -0.06 -0.02 0.06
N 5.887 1.121 -7.548 -0.01 0.04 -0.01
C 5.307 0.628 -8.780 0.03 0.03 0.02
H 5.125 -1.033 -5.120 0.01 0.01 0.00
H 4.022 -0.607 -6.443 0.00 -0.01 -0.02
H 5.501 -1.512 -6.783 -0.01 0.00 -0.01
H 6.413 1.981 -7.582 0.01 -0.01 0.01
H 6.079 0.436 -9.526 0.00 -0.02 0.00
H 4.599 1.347 -9.195 -0.02 -0.01 0.01
H 4.777 -0.301 -8.597 -0.01 -0.01 -0.02
C 0.668 -4.393 4.413 -0.04 0.00 -0.08
C 0.356 -2.940 4.159 0.23 -0.08 0.14
O 0.429 -2.452 3.038 -0.34 0.10 0.00
N 0.016 -2.174 5.230 -0.17 -0.01 -0.10
C -0.102 -2.578 6.619 0.07 0.03 0.00
H 0.931 -4.850 3.464 0.00 0.01 0.00
H 1.505 -4.497 5.103 -0.01 0.00 0.02
H -0.191 -4.914 4.836 0.01 -0.01 0.02
H -0.095 -1.196 5.009 0.09 0.02 0.03
H -1.102 -2.374 7.004 -0.01 -0.01 -0.01
H 0.623 -2.052 7.241 0.01 -0.01 0.00
H 0.083 -3.643 6.710 0.00 0.00 0.02
```
Positions in Å, forces in eV/Å.

* E_HOMO: -10.64 eV
* maximum force: 0.008 Eh/bohr
* net charge: +1
* electronic energy: -41615.371 eV
* orbital gap: 8.0 eV

Entry from the OMol25 dataset: C31H46N2O6P2Yb as an isolated structure at a distorted geometry (ωB97M-V with the def2-TZVPD basis set).

The geometry in XYZ format:
```
88
Properties=species:S:1:pos:R:3:forces:R:3
Yb -0.360 -0.007 1.049 7.12 -4.34 2.30
C -0.319 1.504 2.693 -1.12 0.49 1.77
C -1.684 1.137 2.360 -0.22 0.60 2.63
C -0.569 -0.781 3.099 -0.40 1.33 2.80
C 0.368 0.333 3.121 -1.04 -0.25 2.31
C -1.833 -0.270 2.659 -0.66 0.38 1.98
C 0.235 2.897 2.703 0.03 0.12 -0.09
H -0.370 3.573 2.092 0.10 -0.05 0.09
H 1.262 2.926 2.331 -0.03 0.09 0.07
H 0.238 3.299 3.725 0.04 -0.11 -0.22
C 1.793 0.240 3.567 0.20 0.06 -0.02
H 2.383 1.077 3.185 0.00 -0.04 0.10
H 2.249 -0.686 3.202 -0.17 0.65 0.13
H 1.856 0.251 4.663 -0.04 0.10 -0.17
C -0.254 -2.176 3.544 -0.04 -0.20 -0.08
H -0.282 -2.262 4.639 -0.12 0.11 -0.18
H 0.744 -2.469 3.202 -0.86 0.13 0.18
H -0.972 -2.891 3.133 0.04 0.01 0.09
C -3.127 -1.025 2.649 -0.15 -0.06 0.00
H -3.554 -1.053 3.660 0.07 -0.02 -0.22
H -2.991 -2.059 2.320 -0.09 0.05 0.06
H -3.863 -0.550 1.996 0.03 -0.07 0.07
C -2.796 2.086 2.030 -0.05 0.06 -0.19
H -3.374 2.352 2.928 0.15 -0.11 -0.22
H -3.489 1.647 1.306 -0.07 0.09 0.06
H -2.410 3.015 1.600 -0.09 -0.09 0.07
C 0.410 3.317 -5.725 -0.20 0.16 0.26
C -0.266 4.320 -5.151 0.16 -0.31 -0.06
C -1.664 4.819 -5.403 -0.13 -0.03 -0.11
C -2.630 3.875 -6.152 0.09 0.11 -0.01
C -2.844 2.561 -5.441 0.24 -0.26 0.10
C -2.098 1.451 -5.487 -0.14 0.36 0.07
C -0.837 1.159 -6.258 0.06 0.10 -0.17
C -0.045 2.367 -6.806 -0.09 -0.10 -0.02
H -1.611 5.776 -5.947 0.00 -0.19 0.11
H -2.286 3.724 -7.177 -0.11 0.03 0.16
H -2.108 5.065 -4.428 0.05 -0.01 -0.12
H -0.629 2.881 -7.571 0.14 -0.10 0.11
H 1.416 3.132 -5.348 -0.07 0.07 -0.07
H 0.262 4.877 -4.376 -0.01 -0.03 -0.12
H 0.842 1.973 -7.317 -0.15 0.07 0.07
H -0.174 0.581 -5.599 -0.04 0.03 -0.08
H -2.439 0.613 -4.878 -0.05 0.04 -0.08
H -1.076 0.483 -7.094 0.05 0.12 0.17
H -3.596 4.388 -6.231 0.16 -0.10 0.00
H -3.711 2.535 -4.780 0.07 -0.03 -0.10
P 0.193 1.302 -0.722 1.90 5.83 -6.99
P -1.350 -1.267 -0.547 -4.53 -5.26 -5.99
C -0.274 0.505 -2.352 -0.06 -0.04 0.23
C -0.470 -1.002 -2.156 0.27 0.05 0.35
H 0.480 0.725 -3.116 -0.12 0.06 0.14
H -1.213 0.971 -2.675 0.15 0.03 0.05
H -1.013 -1.460 -2.991 0.08 -0.02 0.21
H 0.497 -1.501 -2.042 -0.01 -0.05 -0.11
C -1.325 -3.093 -0.361 0.23 0.01 -0.04
H -1.947 -3.426 0.478 0.09 0.14 -0.20
H -0.296 -3.427 -0.197 -0.09 0.07 0.04
H -1.690 -3.523 -1.297 -0.06 -0.08 0.15
C -3.110 -0.964 -1.014 0.07 0.15 -0.01
H -3.339 -1.391 -1.997 0.09 0.07 0.17
H -3.301 0.112 -1.033 -0.11 -0.08 -0.09
H -3.772 -1.415 -0.271 0.12 0.06 -0.04
C 1.974 1.705 -0.953 0.07 -0.36 -0.03
H 2.398 2.191 -0.067 -0.11 -0.09 -0.20
H 2.064 2.353 -1.828 0.00 0.05 0.14
H 2.521 0.779 -1.156 0.03 0.09 0.16
C -0.565 2.968 -0.942 -0.05 0.02 0.04
H -1.643 2.905 -0.767 0.08 0.07 -0.06
H -0.385 3.347 -1.954 -0.01 -0.14 0.10
H -0.136 3.672 -0.224 -0.05 -0.12 -0.03
O 3.092 -2.936 0.499 -2.00 1.40 5.19
C 2.495 -2.504 1.586 0.44 -0.35 -5.91
O 1.470 -1.603 1.362 1.58 -1.38 1.13
C 2.994 -3.173 2.954 -0.07 -0.12 1.60
C 3.811 -4.331 2.855 -0.08 -0.13 0.31
C 4.255 -5.063 3.994 -1.89 2.93 0.15
C 3.900 -4.634 5.280 0.51 -0.77 0.28
C 3.125 -3.501 5.462 0.75 -0.71 -2.94
C 2.699 -2.799 4.328 0.29 -0.53 -0.68
N 2.743 -3.076 6.785 -0.27 0.07 1.24
O 3.086 -3.700 7.745 1.42 -2.04 0.51
O 2.061 -2.107 6.945 -1.35 2.19 -1.45
N 5.040 -6.249 3.853 0.72 -1.41 -0.15
O 5.342 -6.651 2.771 -0.15 0.57 -2.74
O 5.379 -6.870 4.817 -0.10 0.08 2.61
H 4.087 -4.699 1.878 0.01 0.06 -0.11
H 4.221 -5.190 6.153 0.07 -0.08 -0.14
H 2.101 -1.985 4.631 -0.50 0.86 -0.31
```
Positions in Å, forces in eV/Å.

* E_HOMO (alpha / beta): -11.58 / -11.58 eV
* maximum force: 0.181 Eh/bohr
* net charge: +1
* 2S+1: 2
* electronic energy: -98248.656 eV
* energy relative to the best compared isomer or geometry (same formula, charge and spin): 168.58 kcal per mole
* orbital gap (alpha / beta): 7.4 / 7.4 eV